Record 1
187
Properties=species:S:1:pos:R:3:forces:R:3 method="wB97M-V/def2-TZVPD" spin_multiplicity=1 lumo_energy_ev=-3.122 gap_ev=3.7748
H 19.79515 -4.99189 -0.35763 -0.2 0.2 -0.1
S 21.95016 -0.09536 -3.51434 -0.1 0.2 1.1
C 18.05386 -4.02556 -9.84197 0.8 0.6 1.0
C 15.15441 -5.32050 -6.36193 1.4 -2.4 -1.1
O 18.83139 -5.44618 3.38032 -1.6 -0.2 -0.4
C 18.50825 -4.53757 -2.08626 0.4 1.9 -0.1
H 24.15712 -2.72058 -10.07089 0.1 1.2 -0.2
F 25.44472 -9.69864 -7.35553 0.4 -0.1 -0.6
C 23.97548 -4.35249 -0.76410 1.6 -1.8 -2.1
H 19.19205 -8.93556 -7.70488 -0.2 0.3 0.0
N 14.22963 -4.82116 0.12163 -0.3 -0.1 -0.5
C 23.60466 -4.90372 -8.49926 -0.5 0.5 -1.1
N 19.91906 -6.20249 -3.19057 -1.2 -1.4 -1.8
H 17.46722 -4.23119 -1.98392 -0.2 -0.3 -0.1
H 23.04784 -2.04736 -1.39159 0.4 -0.1 0.5
F 16.93710 -9.91696 -1.54127 0.7 0.0 0.6
C 16.50509 -10.35307 -11.60786 0.2 1.6 0.2
H 15.20956 -10.59331 -9.83153 0.2 0.0 0.0
O 24.45495 -10.58348 -4.44066 -0.9 1.4 -1.3
H 23.44285 -3.40617 0.89613 -0.4 0.8 0.6
S 19.56355 -4.17355 3.47428 2.2 -1.2 1.7
H 19.29081 -0.72458 -7.62432 0.0 -0.2 -0.6
C 16.20926 -10.83696 -10.19115 1.4 -0.6 0.2
H 17.82977 -5.85979 -3.51798 0.4 -0.6 -0.4
S 22.08495 -6.80024 1.94881 3.5 0.6 4.8
H 13.17284 -6.56785 -2.79786 0.7 0.3 0.0
H 16.33097 -2.22751 -11.50327 -0.4 0.2 0.1
C 17.32119 -10.15445 -9.33281 -1.0 0.4 -0.9
C 16.71858 -2.03839 -9.38563 0.2 0.9 0.3
C 19.62525 -6.67495 -1.75178 0.5 0.7 0.8
F 17.26550 -2.70299 3.41604 -0.9 0.3 -0.2
H 19.37248 -0.29895 -5.40017 0.0 -0.1 0.0
H 23.78880 -4.86077 -4.60015 -0.3 -0.4 -0.4
C 23.05295 -4.06635 -4.47559 -0.4 -0.3 -0.2
F 19.50615 -7.39433 1.35145 -2.0 0.8 -1.1
H 16.93905 -4.43281 -11.60294 -0.5 -0.4 0.1
F 19.05637 -9.76792 -0.38308 -1.2 0.0 0.4
O 16.64420 -7.54690 -6.03956 -0.5 0.8 -1.0
H 22.91601 -3.08427 -12.56506 0.1 0.6 0.1
H 17.59215 -6.68243 3.07202 2.0 1.0 0.0
H 24.31192 -4.18662 -8.08255 0.8 -0.4 -0.1
H 21.52299 -7.44748 -7.60256 0.1 -0.6 0.1
C 13.00379 -5.87686 -1.97199 0.0 -0.6 0.8
H 16.24266 -10.98854 -12.45368 0.3 -0.4 0.4
O 21.60217 -3.73553 -9.01425 2.1 0.4 -2.7
H 18.49993 -10.49965 -12.37937 0.7 0.2 0.5
C 16.72715 -4.15893 -10.56941 0.2 1.2 0.1
H 16.37042 -11.91474 -10.16836 -0.3 -0.1 0.3
C 19.44846 -8.89241 -9.82707 -1.0 -0.9 -0.3
C 21.32644 -5.58790 -3.37368 -1.5 2.5 1.8
H 19.49729 -11.59397 -9.00491 0.5 -0.2 -0.2
C 22.49653 -2.84219 -11.58858 0.4 0.2 -0.2
C 16.76880 -8.63290 2.58012 1.2 -1.2 1.7
H 23.19471 -3.30248 -5.24012 0.2 0.1 0.1
H 18.73466 -8.08652 -9.99776 0.1 0.3 0.3
C 19.18588 -1.78201 -9.92907 -1.2 1.5 -0.2
C 20.52490 -7.94095 1.90563 4.4 -1.3 -0.7
C 16.06558 -2.70305 -10.55905 1.1 -2.1 -0.1
H 12.32458 -6.46868 -1.35838 -0.5 0.4 0.3
F 17.77005 -11.67660 -0.23680 -1.0 0.3 0.8
H 22.29357 -4.39733 0.36727 -1.1 -1.4 0.6
C 25.48659 -3.88931 -0.81701 -1.9 1.0 1.5
F 17.97200 -2.03755 0.69527 -0.7 1.5 0.3
H 22.23677 -1.79524 -11.43195 0.3 -0.2 -0.2
O 23.61895 -5.28183 -1.42582 -0.1 0.5 0.2
C 19.01841 -5.42321 -0.98909 0.9 -1.8 -0.2
F 17.49480 0.67212 -1.10149 -0.6 -0.3 -0.7
C 19.37546 -11.48410 -10.08249 -2.0 0.7 0.7
N 18.57054 -10.12966 -10.18677 1.5 -0.8 -1.1
H 20.60892 -9.73598 -8.17421 0.6 0.3 -0.3
F 19.33240 -0.28377 -0.31466 -0.9 -1.0 0.8
H 21.08993 -7.10299 -9.23451 -0.2 0.0 -0.3
C 21.57393 -4.56602 -4.56208 0.8 -2.2 0.8
H 17.44320 -10.56258 -8.32949 0.3 0.0 -0.2
H 23.37981 -3.64523 -3.52484 -0.7 0.4 0.0
H 23.99364 -5.74364 -9.07487 0.7 0.2 0.1
S 24.42419 -9.17955 -4.87204 2.6 -0.4 1.9
F 15.17480 -4.06914 -6.81697 -0.1 0.3 0.4
C 19.79712 -7.41992 -4.21223 0.2 0.8 1.4
O 20.07419 -3.71279 2.21072 -1.1 0.7 -0.2
H 19.43024 -3.37665 -7.79205 -0.1 0.0 0.8
S 16.76698 -6.36087 -6.88320 0.6 -1.0 1.7
H 23.09733 -5.34009 -7.63886 -0.5 0.3 -0.2
H 15.65706 -7.81204 4.99054 0.1 -0.1 0.1
O 23.17578 -0.87399 -3.72129 -0.4 0.6 0.1
C 22.32526 -2.57040 -0.76518 -0.2 0.2 0.3
F 23.28923 -9.98749 -7.25760 0.3 0.2 -0.3
H 26.19923 -4.55520 -1.30367 -0.7 -0.3 0.1
C 18.01163 -9.90468 -11.60756 -1.0 -0.7 0.0
O 23.24369 -7.73742 1.91234 -2.6 1.2 -1.2
C 20.68596 -7.49094 -8.29941 0.4 0.3 1.1
C 18.73229 -5.26255 -3.38815 -0.1 -0.1 -0.3
H 21.34815 -4.87856 -2.54635 -0.1 0.1 0.4
H 18.96001 -4.15416 -10.43397 -0.1 0.2 -0.2
O 22.14267 -6.03455 3.23124 -1.1 -1.8 -2.2
F 17.66021 -11.85727 -2.48751 0.8 0.9 -0.1
H 16.02178 -6.76077 3.06907 -0.2 0.2 -0.4
O 21.93128 -5.83493 0.86081 -0.8 -1.2 -1.3
N 23.49748 -3.31843 -10.54791 -2.3 -1.2 0.0
F 20.19230 -8.37770 3.10629 -0.1 -0.3 0.1
H 14.99029 -2.77565 -10.39606 0.1 0.2 -0.3
H 21.41286 -5.13706 -5.47644 0.2 0.1 -0.5
H 16.19977 -4.90204 -9.97128 -0.5 0.0 -0.6
H 16.08461 -2.19039 -8.51209 0.7 -0.3 0.4
H 18.82372 -4.65961 -4.29159 0.3 0.0 0.2
H 20.52767 -8.13130 -3.82709 -0.1 -0.2 -0.3
F 21.34581 1.81556 -1.62954 1.1 -0.3 -0.2
H 19.03081 -1.75087 -11.00754 -0.2 -1.0 -0.1
H 20.01120 -7.13622 -5.24266 0.3 0.5 0.3
H 15.91055 -9.45463 -11.77351 0.0 0.1 0.0
H 18.09772 -8.83988 -11.82412 0.1 -0.2 0.0
H 18.93871 -7.52099 -1.72047 0.0 0.0 -0.7
O 20.57449 -4.25648 4.50475 -1.2 1.0 0.1
F 17.60373 0.29777 1.12534 -0.1 -1.1 -0.2
C 22.35774 0.98284 -1.91620 0.0 -0.3 -1.7
P 18.35126 -10.80221 -1.42884 1.1 -0.8 -0.2
H 12.54097 -4.97644 -2.37591 0.1 0.2 0.5
C 24.33743 -9.21554 -6.84443 -0.9 -1.3 3.3
N 22.94455 -3.68724 0.06378 2.2 1.8 -1.6
H 17.66643 -3.21452 -7.23541 0.5 -0.9 -0.1
F 14.94466 -5.36865 -5.03425 0.0 0.4 -1.1
H 24.07635 -4.01805 -10.99013 0.3 -0.6 0.0
H 21.83108 -1.88256 -0.07905 -0.1 -0.2 -0.2
H 16.75396 -0.95892 -9.53261 0.4 0.0 0.2
F 24.11694 -8.00089 -7.30719 -0.1 1.4 -1.0
C 22.71835 -4.01009 -9.38476 -1.2 -1.4 4.4
O 16.99528 -9.62775 3.22097 -0.6 2.0 -1.4
F 23.50398 1.71856 -2.28158 -1.7 -1.0 1.3
H 25.57637 -2.88759 -1.23724 -0.2 0.0 -0.3
H 15.16458 -3.08167 1.12135 -0.4 -0.4 0.1
H 17.39292 -8.04748 5.28364 0.0 0.2 -0.1
F 17.70015 -3.42080 5.45258 0.9 0.8 -1.9
C 16.29602 -8.48879 1.17327 -0.3 -0.3 0.2
H 15.47881 -7.76806 1.20173 -0.5 -0.2 0.0
C 14.29523 -5.69995 -1.16463 1.9 -1.3 -3.1
H 18.95455 -0.73732 -9.72121 0.3 0.0 0.6
C 18.65696 -1.42440 -7.07972 0.8 2.2 0.3
F 16.09417 -0.84412 -0.20282 -0.3 -0.9 0.2
H 16.06646 -3.72023 -0.24857 0.0 -0.4 0.2
H 18.66682 -12.25361 -10.38875 0.0 0.0 -0.1
O 17.92043 -5.55482 -6.45758 -0.9 0.3 -1.2
H 20.20606 -8.78919 -10.60391 0.2 -0.4 0.0
O 23.30271 -8.35604 -4.41819 0.1 -0.6 -1.2
O 15.31842 -6.18834 -1.58713 -1.7 1.6 2.3
O 16.66705 -6.63710 -8.33725 -0.1 0.9 1.1
H 18.14171 -4.74144 -9.02472 -0.2 0.0 0.1
H 15.98113 -9.49951 0.91365 -0.2 0.2 -0.4
C 18.25322 -2.94655 4.23626 2.3 -0.5 0.9
F 22.59341 0.23644 -0.81149 0.4 0.9 -0.8
H 17.70414 -0.90191 -6.99459 -0.4 -0.3 -0.3
F 14.17074 -5.98635 -7.01304 -0.2 0.7 0.7
N 16.83478 -7.28972 3.35075 -1.7 -0.4 1.2
H 18.24804 -5.78505 -0.30813 -0.1 0.0 0.0
C 18.53891 -2.75593 -7.70077 -1.0 0.2 -1.1
C 15.06346 -3.55722 0.14579 0.6 0.7 -1.2
O 21.66312 0.96352 -4.46617 0.3 -0.4 -0.1
H 20.23529 -1.96924 -9.70152 -0.5 -0.5 0.4
H 14.33414 -5.35247 0.97420 0.5 -0.6 0.2
H 17.08056 -9.09195 -9.29701 -0.2 0.1 0.6
H 25.70633 -3.72823 0.23839 0.7 -0.2 0.1
N 18.14881 -2.60906 -9.18900 -0.5 -0.6 -1.1
H 20.28467 -11.61709 -10.66880 -0.1 0.9 0.1
F 18.98852 -9.80366 -2.55982 -0.4 -1.2 -0.7
F 17.90338 -1.65495 -1.42875 -0.8 0.3 -1.4
H 16.93163 -8.10242 0.37652 0.8 -0.3 0.5
P 17.70517 -0.64755 -0.20095 3.0 1.4 0.9
C 16.64599 -7.36970 4.87034 0.1 -1.0 -0.5
O 20.79740 -0.92814 -3.18952 0.6 0.2 0.2
H 14.56572 -2.89841 -0.56578 0.1 0.2 0.3
H 18.78079 -7.81383 -4.21194 0.1 0.1 0.4
H 20.54430 -7.01736 -1.27616 0.1 0.1 -0.2
F 18.95375 -1.79954 4.49201 -1.3 -1.1 0.0
H 18.74986 -1.89039 -4.95753 0.0 0.1 0.1
H 19.00624 -3.56878 -2.04668 0.3 0.0 -0.1
C 20.01017 -8.85925 -8.42109 -0.4 -0.1 -0.2
C 19.29670 -1.33775 -5.72150 0.2 -0.7 0.9
H 22.06420 -6.28226 -2.97161 0.1 -0.5 -1.3
H 20.31094 -1.73688 -5.73210 0.1 0.0 0.0
H 13.26080 -4.53631 0.13997 -0.5 0.3 0.2
F 20.97510 -9.00547 1.11631 -1.2 1.3 1.4
H 19.99447 -6.78246 -7.84334 -0.3 0.2 -0.4
O 25.74553 -8.54822 -4.62820 -1.8 -0.2 -1.2
H 21.62423 -2.97052 -1.49768 -0.2 -0.3 0.5
F 19.69306 -11.74837 -1.32160 -0.6 0.9 -1.1
H 20.84300 -3.75743 -4.55708 0.2 0.1 0.4
H 21.59743 -3.45404 -11.51530 0.1 0.1 0.4
H 16.65200 -6.41310 5.39282 0.4 0.2 -0.7

Record 2
22
Properties=species:S:1:pos:R:3:forces:R:3 method="wB97M-V/def2-TZVPD" spin_multiplicity=3 s_squared=2.01 lumo_energy_ev="-3.367 / -5.710" gap_ev="6.1881 / 7.7374" charge=+1
H -2.63986 1.27805 -1.34315 0.2 -0.4 0.4
C -1.33660 -0.54366 -1.01491 -2.7 1.9 -2.4
H 1.03380 -1.71323 -1.35607 -0.1 -0.2 -0.2
C -0.81759 1.75959 -0.35258 -3.2 1.7 -3.0
H 1.51854 0.27804 -1.34050 0.5 0.3 0.4
H 2.83219 -0.16525 -0.13920 -0.7 -1.2 -0.8
C -2.02806 0.88024 -0.51299 0.4 -1.2 -1.1
H -2.67823 0.82180 0.38764 0.6 -0.2 -0.5
H -0.92432 -1.95786 0.57519 -0.1 -1.3 0.7
H -2.11338 -1.25296 -1.41021 0.2 0.6 0.6
C 1.74006 -0.16036 -0.35643 1.5 3.7 0.4
H -0.89145 -0.17779 -2.01641 0.2 -0.8 1.6
C 1.24404 0.80798 0.76431 0.2 -0.2 -1.9
N 0.97020 -1.37954 -0.39426 -1.5 -2.5 0.8
C 1.24084 0.27747 2.08027 -1.9 2.6 2.0
H 1.75166 -0.58853 2.20655 1.3 -2.8 0.7
C -0.50421 -1.23007 -0.04100 1.6 1.2 -0.7
C -0.18030 0.28330 1.46299 0.4 1.5 -0.3
H 1.30528 -2.17900 0.16231 0.3 0.6 0.1
H -0.68423 2.60011 -0.99225 0.1 0.5 -0.4
H 1.14659 0.89742 3.00316 0.7 -0.2 -1.0
C 0.01502 1.46425 0.62753 1.9 -3.6 4.5

Record 3
12
Properties=species:S:1:pos:R:3:forces:R:3 method="wB97M-V/def2-TZVPD" spin_multiplicity=1 lumo_energy_ev=-0.685 gap_ev=9.6170
S -0.45171 -0.03600 -1.99618 -0.2 1.1 0.3
F -1.65819 -0.32208 2.78548 0.5 0.6 0.1
H 0.02707 -0.78956 1.29341 0.9 -1.2 0.3
F 0.28427 0.59573 3.22594 0.2 0.3 0.0
H 1.33526 1.20273 -0.93684 -0.8 -0.5 0.1
F -0.40516 -1.19638 4.27982 0.6 0.3 0.2
H 0.30606 2.12022 -2.10693 0.0 0.4 -0.9
C 0.49308 1.17936 -1.64157 1.0 1.2 -0.1
C -0.30850 -0.57472 3.08536 -3.0 -1.0 2.0
H -0.15668 -2.34245 1.95296 0.7 2.6 1.1
N 0.25977 -1.35638 2.15171 0.1 -1.5 -3.7
O -0.34359 -0.99320 -0.91573 -0.1 -2.1 0.7

So what do the calculations give for max |F|? Going down the list: 5.991, 6.080, 4.004 eV Å⁻¹.